{"formula": "C52H114N12O25P4", "method": "ωB97M-V/def2-TZVPD", "de_lowest_kj_mol": 0.0, "homo_lumo_gap_ev": 8.41, "total_charge": 0, "smiles": "CN(C)P(=O)(N(C)C)N(C)C.CN(C)P(=O)(N(C)C)N(C)C.CN(C)P(=O)(N(C)C)N(C)C.CN(C)P(=O)(N(C)C)N(C)C.C[C@H]1COC(=O)O1.C[C@H]1COC(=O)O1.C[C@H]1COC(=O)O1.C[C@H]1COC(=O)O1.C[C@H]1COC(=O)O1.C[C@H]1COC(=O)O1.C[C@H]1COC(=O)O1", "symbols": ["C", "N", "C", "P", "O", "N", "C", "C", "N", "C", "C", "H", "H", "H", "H", "H", "H", "H", "H", "H", "H", "H", "H", "H", "H", "H", "H", "H", "H", "C", "N", "C", "P", "O", "N", "C", "C", "N", "C", "C", "H", "H", "H", "H", "H", "H", "H", "H", "H", "H", "H", "H", "H", "H", "H", "H", "H", "H", "C", "N", "C", "P", "O", "N", "C", "C", "N", "C", "C", "H", "H", "H", "H", "H", "H", "H", "H", "H", "H", "H", "H", "H", "H", "H", "H", "H", "H", "C", "N", "C", "P", "O", "N", "C", "C", "N", "C", "C", "H", "H", "H", "H", "H", "H", "H", "H", "H", "H", "H", "H", "H", "H", "H", "H", "H", "H", "C", "C", "C", "O", "C", "O", "O", "H", "H", "H", "H", "H", "H", "C", "C", "C", "O", "C", "O", "O", "H", "H", "H", "H", "H", "H", "C", "C", "C", "O", "C", "O", "O", "H", "H", "H", "H", "H", "H", "C", "C", "C", "O", "C", "O", "O", "H", "H", "H", "H", "H", "H", "C", "C", "C", "O", "C", "O", "O", "H", "H", "H", "H", "H", "H", "C", "C", "C", "O", "C", "O", "O", "H", "H", "H", "H", "H", "H", "C", "C", "C", "O", "C", "O", "O", "H", "H", "H", "H", "H", "H"], "positions_angstrom": [[1.86789, -4.33820, 6.09226], [0.87243, -3.39636, 6.57096], [1.33833, -2.09393, 7.00793], [-0.73046, -3.67282, 6.25606], [-0.95782, -5.00797, 5.67362], [-1.62441, -3.38362, 7.62830], [-1.71589, -2.08855, 8.27485], [-1.97964, -4.55592, 8.41263], [-1.24300, -2.43610, 5.26317], [-0.36107, -2.01981, 4.18537], [-2.64361, -2.38356, 4.89860], [2.15716, -4.10387, 5.05532], [1.50776, -5.36408, 6.08415], [2.75821, -4.33788, 6.72555], [1.86767, -2.21422, 7.96392], [0.52164, -1.41067, 7.20255], [2.08512, -1.65372, 6.34083], [-0.82704, -1.85408, 8.87677], [-1.83483, -1.29608, 7.53619], [-2.57898, -2.09741, 8.94292], [-2.73851, -4.32622, 9.15966], [-2.31957, -5.33417, 7.73271], [-1.10799, -4.95187, 8.95588], [-0.70569, -1.10576, 3.71230], [0.67619, -1.92485, 4.51454], [-0.30328, -2.87825, 3.49997], [-3.24265, -2.94669, 5.61644], [-2.80073, -2.81608, 3.90709], [-3.00467, -1.35005, 4.97665], [1.27833, -4.21953, -5.56273], [0.83815, -3.11345, -6.40264], [-0.27115, -3.52567, -7.24768], [0.60288, -1.63001, -5.66507], [-0.62883, -1.54582, -4.85656], [1.98547, -1.35957, -4.80754], [1.95033, -0.60569, -3.54906], [3.31849, -1.58740, -5.37796], [0.60661, -0.60699, -6.98675], [1.60405, -0.63879, -8.02708], [-0.03955, 0.67222, -6.80538], [2.08567, -3.88522, -4.91587], [1.68002, -4.99531, -6.22203], [0.43626, -4.65537, -5.01469], [-0.02898, -4.42949, -7.80584], [-0.55718, -2.70747, -7.90869], [-1.19091, -3.73523, -6.67828], [0.94489, -0.21630, -3.40224], [2.21074, -1.26462, -2.71762], [2.63604, 0.24465, -3.62761], [4.02244, -1.82520, -4.57921], [3.26462, -2.36372, -6.13482], [3.66857, -0.64641, -5.82005], [2.06470, -1.61829, -8.11846], [1.14229, -0.36405, -8.98046], [2.41333, 0.08522, -7.84793], [0.67480, 1.45582, -6.50307], [-0.86775, 0.58494, -6.10492], [-0.49463, 1.06061, -7.72721], [-0.73417, 6.64328, -2.52348], [-0.86788, 5.75058, -1.38996], [-1.33295, 6.33985, -0.13919], [-0.96774, 4.10114, -1.51229], [-1.55249, 3.44566, -0.32459], [-1.76025, 3.72662, -2.91900], [-3.02492, 4.36290, -3.17895], [-1.61572, 2.39303, -3.44395], [0.59524, 3.58419, -1.73875], [1.30729, 3.76025, -2.99769], [1.25451, 2.80984, -0.70073], [-0.58840, 7.67264, -2.18389], [-1.68383, 6.73326, -3.06894], [0.08728, 6.39801, -3.18937], [-0.75652, 7.23790, 0.09792], [-1.19925, 5.64383, 0.68228], [-2.37958, 6.65848, -0.21580], [-3.85379, 3.87765, -2.65115], [-2.99600, 5.42024, -2.94000], [-3.25254, 4.29870, -4.24807], [-1.91581, 2.34932, -4.48886], [-0.61621, 1.99534, -3.25924], [-2.18349, 1.61953, -2.90538], [1.53225, 4.81266, -3.18029], [2.17441, 3.10867, -3.05007], [0.66982, 3.43701, -3.83021], [0.54938, 2.13310, -0.20285], [1.65213, 3.43704, 0.10760], [2.05229, 2.17740, -1.08996], [8.47843, 1.18273, -1.12514], [7.86759, 0.30560, -2.11186], [8.72298, 0.09881, -3.28559], [6.22353, 0.10687, -2.23880], [5.88712, -0.83320, -3.32414], [5.81793, -0.36886, -0.71480], [4.40243, -0.40615, -0.39500], [6.58568, -1.36061, 0.02253], [5.52110, 1.59325, -2.43317], [5.40475, 2.59660, -1.39877], [5.23741, 2.07415, -3.77359], [8.28062, 2.24209, -1.33215], [9.55078, 1.01003, -1.05813], [8.04194, 0.97342, -0.14361], [9.65383, -0.35444, -2.93018], [8.97234, 1.05735, -3.75843], [8.24656, -0.59187, -3.97525], [4.01288, -1.42236, -0.46290], [4.15950, 0.02904, 0.57921], [3.86861, 0.21785, -1.11679], [7.64868, -1.13695, -0.07188], [6.34605, -1.25276, 1.08301], [6.41172, -2.38198, -0.33139], [4.49321, 3.17642, -1.55824], [5.39356, 2.19863, -0.38530], [6.27165, 3.26926, -1.43409], [5.12689, 1.23833, -4.45940], [6.08883, 2.67543, -4.13355], [4.37114, 2.73599, -3.76946], [-2.48348, 0.86149, 1.39725], [-1.79318, -0.20176, 0.59470], [-1.47866, 0.09361, -0.87610], [-0.20027, -0.53989, -1.04176], [0.35072, -0.80898, 0.14529], [1.39631, -1.34818, 0.27852], [-0.43739, -0.41189, 1.14937], [-1.81830, 1.70425, 1.59385], [-2.70388, 0.46874, 2.39537], [-3.42318, 1.15422, 0.93472], [-2.26391, -1.16860, 0.69888], [-1.40453, 1.14667, -1.11840], [-2.29561, -0.33671, -1.45579], [0.92022, 3.43828, 2.93805], [1.01816, 2.06437, 3.53646], [1.95431, 1.03359, 2.87904], [2.61600, 0.45551, 4.00500], [2.29357, 1.08144, 5.15340], [2.84028, 0.88051, 6.17750], [1.43380, 2.09824, 4.90869], [0.42770, 3.43500, 1.96231], [1.91350, 3.88171, 2.80209], [0.32356, 4.12615, 3.53924], [-0.01610, 1.68671, 3.53008], [2.66470, 1.56773, 2.24025], [1.41531, 0.25820, 2.35251], [-5.27569, -0.81013, 2.54566], [-6.63633, -0.19800, 2.38307], [-7.47975, -0.08343, 3.67625], [-8.07749, 1.22109, 3.54444], [-7.51820, 1.89772, 2.52798], [-7.83072, 2.97485, 2.15388], [-6.50885, 1.17166, 1.98736], [-4.81726, -0.98439, 1.56971], [-5.24399, -1.78916, 3.02568], [-4.67028, -0.10975, 3.12075], [-7.24912, -0.73881, 1.65439], [-6.89542, -0.15992, 4.59051], [-8.31198, -0.78062, 3.63057], [-4.19933, 3.63316, 3.31504], [-3.80761, 4.37952, 2.06929], [-4.55153, 3.97886, 0.80589], [-4.78121, 5.17538, 0.07229], [-4.70784, 6.20650, 0.95973], [-4.98169, 7.33715, 0.71081], [-4.26797, 5.76653, 2.15755], [-3.77871, 2.62760, 3.31116], [-5.28079, 3.69316, 3.43635], [-3.73483, 4.10771, 4.18393], [-2.72359, 4.39803, 1.93014], [-5.52344, 3.54722, 1.09146], [-4.14949, 3.15314, 0.22441], [0.93005, -5.91990, -2.18891], [0.30644, -4.71564, -1.52618], [-0.87885, -4.06837, -2.29400], [-1.89186, -3.96351, -1.27542], [-1.45835, -4.46847, -0.09240], [-2.06328, -4.41413, 0.92149], [-0.27355, -5.08204, -0.26486], [1.63985, -6.37919, -1.49462], [1.49065, -5.63325, -3.07791], [0.21842, -6.70890, -2.43917], [1.09784, -3.97694, -1.36013], [-1.25144, -4.66343, -3.12741], [-0.59550, -3.08464, -2.66474], [-7.57122, 3.29667, -1.79356], [-7.45645, 1.87093, -1.31217], [-7.70269, 0.81263, -2.40422], [-6.63408, -0.11773, -2.22192], [-5.71417, 0.40408, -1.38671], [-4.74296, -0.17375, -1.01651], [-6.09596, 1.60612, -0.92646], [-6.60184, 3.54923, -2.23352], [-7.72729, 4.00155, -0.98134], [-8.31447, 3.40268, -2.58164], [-8.09044, 1.67625, -0.44782], [-7.73862, 1.20715, -3.41724], [-8.62629, 0.29938, -2.13990], [4.31806, -5.85991, 2.06461], [4.55374, -4.36516, 2.14106], [3.32821, -3.48425, 1.85733], [3.44523, -2.46154, 2.84112], [4.38107, -2.78088, 3.77452], [4.64015, -2.11098, 4.72225], [4.98703, -3.94612, 3.43360], [3.79059, -6.17218, 2.96474], [5.28968, -6.34547, 1.99348], [3.75252, -6.10676, 1.16736], [5.35872, -4.10618, 1.44165], [2.39840, -4.06197, 1.92087], [3.29304, -3.01277, 0.87786]], "atomic_forces_ev_per_a": [[0.29, -0.07, -0.42], [-0.52, -0.21, -0.21], [0.93, -0.32, 0.77], [-0.23, 0.27, -0.40], [0.09, -0.38, 0.46], [-0.50, -0.10, -0.26], [0.25, -0.15, 0.19], [0.66, -0.24, 0.13], [0.38, 0.87, 0.63], [0.55, -1.38, 0.04], [-0.15, -0.04, 0.53], [0.21, 0.02, 0.16], [-0.37, 0.12, 0.06], [-0.04, 0.31, 0.00], [-0.05, 0.08, -0.02], [-0.09, 0.11, -0.33], [-0.27, 0.04, -0.26], [-0.13, -0.01, 0.07], [-0.05, -0.04, -0.02], [-0.03, 0.10, -0.06], [-0.15, 0.14, -0.17], [-0.11, -0.05, 0.13], [-0.12, -0.02, 0.04], [-0.04, 0.01, -0.12], [-0.16, 0.43, 0.23], [-0.19, 0.52, -0.71], [0.10, -0.13, -0.06], [-0.13, 0.15, -0.10], [0.01, 0.00, -0.42], [0.17, 0.02, -0.48], [0.13, -0.12, 0.04], [-0.77, 0.30, -0.07], [0.51, -0.19, -0.39], [-0.01, 0.52, 0.21], [0.03, -0.43, 0.43], [-0.17, -0.24, -0.64], [-0.44, 0.77, 0.33], [-0.85, -0.19, 0.07], [0.32, 0.32, -0.15], [-0.19, 0.61, -0.32], [-0.16, -0.12, 0.27], [-0.01, -0.05, 0.10], [0.12, 0.05, 0.26], [0.21, 0.12, -0.14], [0.24, -0.15, -0.24], [0.24, -0.11, 0.19], [-0.02, -0.10, 0.17], [0.12, 0.28, 0.16], [0.13, -0.09, 0.21], [0.00, -0.22, -0.07], [0.19, -0.04, -0.02], [0.20, -0.18, -0.18], [-0.15, -0.10, 0.01], [0.01, -0.11, -0.02], [-0.07, -0.01, 0.04], [-0.11, -0.11, 0.27], [0.24, -0.01, 0.26], [0.18, -0.37, -0.16], [-0.74, 0.69, 0.05], [-0.34, -0.13, 0.26], [-0.21, 0.61, -0.11], [0.62, -0.18, -0.18], [0.06, 0.18, 0.66], [0.83, 0.62, -0.14], [-0.61, -0.11, -0.46], [-0.10, -1.14, 0.56], [0.28, -1.07, -0.41], [-0.94, 0.13, -0.34], [-0.34, -0.20, 0.80], [0.37, -0.20, 0.29], [0.32, -0.19, -0.33], [-0.09, -0.20, -0.07], [0.13, -0.08, -0.14], [-0.15, -0.09, -0.03], [0.02, -0.12, 0.17], [0.00, 0.11, 0.16], [-0.13, -0.07, 0.28], [0.08, -0.04, 0.00], [0.27, 0.06, -0.12], [0.23, 0.38, -0.55], [-0.66, 0.44, -0.16], [0.53, -0.12, 0.02], [0.27, 0.24, 0.24], [0.09, 0.16, 0.00], [-0.02, 0.12, -0.15], [0.22, 0.03, -0.24], [0.06, 0.17, -0.25], [-0.89, 0.06, 0.36], [0.77, -0.30, -0.33], [-0.05, -0.07, 0.58], [0.78, -0.36, 0.21], [-0.10, 0.21, -0.49], [-0.28, 0.35, 0.58], [-0.43, 0.47, -0.39], [0.51, 0.49, -0.03], [-1.07, -0.39, 0.21], [0.59, 0.35, 0.05], [0.92, 0.24, -0.04], [0.29, -0.01, -0.08], [0.02, -0.03, -0.13], [0.11, 0.10, -0.02], [0.03, 0.03, -0.18], [-0.08, -0.16, -0.19], [-0.05, 0.16, -0.11], [-0.13, 0.02, 0.07], [0.28, -0.29, 0.19], [-0.11, -0.24, -0.04], [-0.05, -0.20, -0.09], [-0.15, -0.25, -0.03], [-0.12, 0.00, 0.10], [-0.01, 0.06, 0.06], [-0.11, -0.34, -0.14], [-0.23, 0.27, -0.01], [-0.24, -0.02, 0.04], [-0.17, 0.03, -0.09], [-0.20, -0.18, -0.04], [0.21, -0.15, 0.84], [0.98, 0.46, 0.18], [-0.68, -0.17, 0.92], [-0.39, -0.14, -0.83], [-0.98, 0.24, 0.01], [1.25, -0.40, 0.12], [-0.57, 0.12, -0.13], [-0.12, 0.20, -0.59], [-0.11, -0.15, -0.15], [0.07, 0.13, -0.08], [-0.38, -0.27, -0.11], [0.19, 0.17, 0.35], [0.54, -0.32, -0.44], [0.63, 0.70, -0.29], [-1.56, -0.46, -0.04], [-0.19, 0.83, 0.70], [-0.06, -0.44, -0.34], [0.83, 1.01, -1.23], [-0.19, -0.37, 1.09], [-0.10, -0.05, -0.08], [0.05, -0.37, 0.00], [-0.08, 0.02, 0.05], [0.09, -0.21, 0.29], [0.20, -0.27, 0.13], [0.20, -0.36, -0.01], [0.10, -0.03, -0.17], [0.43, -0.09, -0.33], [-0.47, -0.46, 0.83], [-0.17, 0.23, -0.97], [-0.08, 0.05, 0.22], [0.58, -0.86, 0.26], [-0.24, 0.69, -0.14], [-0.13, -0.02, -0.37], [0.05, 0.30, 0.00], [-0.45, 0.10, 0.23], [0.11, -0.14, 0.03], [0.21, 0.18, -0.25], [-0.08, 0.11, 0.07], [0.18, -0.23, 0.44], [0.40, 0.53, 0.33], [-0.21, 0.64, -0.72], [-1.10, -1.71, 0.49], [0.38, 0.25, 0.23], [0.15, -0.37, 0.04], [-0.01, -0.06, -0.08], [0.26, -0.02, 0.17], [-0.42, -0.19, -0.24], [0.02, -0.41, 0.05], [-0.10, 0.15, -0.07], [-0.05, 0.01, -0.08], [-0.08, 0.48, 0.13], [0.77, 0.64, -0.37], [0.26, -0.48, 0.39], [-0.22, -0.06, -0.69], [0.50, -0.12, 0.67], [0.07, 0.42, -0.10], [0.11, -0.15, -1.10], [-0.28, 0.10, 0.50], [0.45, 0.13, 0.10], [0.04, 0.10, -0.05], [-0.11, 0.07, -0.04], [-0.20, 0.24, -0.08], [-0.21, 0.05, 0.25], [-0.07, -0.14, 0.15], [-0.29, 0.12, 0.01], [0.65, 0.12, -0.08], [0.03, 0.14, -0.51], [-0.40, -0.06, 1.02], [0.18, 0.17, -0.29], [-0.69, -0.12, 0.58], [0.63, -0.07, -0.16], [0.10, -0.04, -0.13], [-0.10, 0.06, -0.11], [-0.23, -0.01, 0.01], [-0.24, 0.05, 0.20], [0.06, 0.02, 0.09], [0.21, -0.05, -0.04], [-0.06, -0.10, -0.50], [0.34, 0.47, 0.29], [0.13, 0.18, -1.12], [0.07, -0.37, 0.01], [-0.30, 0.13, 0.29], [-0.12, 0.15, -0.35], [-0.06, -0.40, -0.20], [-0.13, 0.04, 0.37], [-0.09, -0.23, -0.12], [-0.10, -0.27, 0.18], [-0.12, 0.01, 0.04], [-0.05, 0.07, 0.07], [-0.04, 0.24, 0.57], [0.34, 0.01, -0.01]]}